30
Properties=species:S:1:pos:R:3:lowdin_charge:R:1 method="wB97M-V/def2-TZVPD" total_charge=0 gap_ev=10.79 homo_energy_ev=-10.9518 e_above_lowest_kj_mol=724.86 e_lumo_ha=-0.0058 smiles=O.O.O.O.O.O.O.O.O.O
O -1.500 1.503 -3.712 -0.16
H -1.788 0.464 -3.753 0.11
H -2.217 1.982 -3.201 0.04
O 2.241 2.193 2.454 -0.02
H 1.562 2.034 3.056 -0.01
H 2.220 1.535 1.768 0.01
O 2.981 -1.763 2.142 -0.02
H 3.193 -1.026 1.745 -0.07
H 2.168 -1.293 2.487 0.05
O -3.166 0.405 2.245 -0.08
H -3.493 1.287 2.476 0.03
H -3.528 -0.109 3.011 0.06
O -1.864 -2.537 -1.187 0.08
H -2.431 -2.014 -0.933 -0.12
H -1.418 -2.164 -1.917 0.00
O 1.500 -1.751 0.243 -0.02
H 1.068 -1.696 -0.527 -0.08
H 1.335 -2.633 0.652 0.09
O 1.590 3.053 -1.976 0.10
H 1.579 2.322 -2.374 -0.09
H 0.994 3.298 -1.358 -0.01
O -0.218 -0.344 3.040 0.00
H -0.015 -0.414 2.184 -0.06
H 0.091 -1.094 3.588 0.07
O 0.800 -1.816 -2.702 0.01
H 0.875 -2.238 -3.618 0.12
H 0.820 -0.954 -2.747 -0.06
O -2.017 1.069 -0.549 -0.03
H -2.714 1.541 -0.137 0.02
H -1.085 1.088 -0.384 0.03

54
Properties=species:S:1:pos:R:3:lowdin_charge:R:1 method="wB97M-V/def2-TZVPD" total_charge=-1 gap_ev=6.57 homo_energy_ev=-4.0529 e_lumo_ha=0.0926
Tl 0.757 0.654 -2.814 0.82
C 4.200 1.191 -1.720 -0.10
N 3.365 0.020 -1.905 -0.37
C 3.995 -0.928 -2.802 -0.12
C 3.007 -0.629 -0.649 -0.22
C 2.181 0.251 0.304 -0.24
N 1.374 1.202 -0.421 -0.08
C 0.800 2.189 0.242 -0.24
C 0.208 3.265 -0.490 -0.15
F 0.209 3.162 -1.856 -0.05
C -0.318 4.392 0.089 -0.22
F -0.786 5.396 -0.689 0.07
C -0.358 4.555 1.470 0.03
C 0.120 3.494 2.220 -0.23
F 0.035 3.576 3.575 0.05
C 0.693 2.374 1.658 -0.16
F 1.097 1.387 2.524 0.03
H 5.185 0.942 -1.290 0.09
H 4.354 1.676 -2.685 0.08
H 3.687 1.889 -1.063 0.08
H 4.961 -1.297 -2.414 0.09
H 3.332 -1.779 -2.951 0.07
H 4.173 -0.455 -3.769 0.08
H 2.411 -1.501 -0.920 0.08
H 3.914 -0.976 -0.118 0.12
H 1.559 -0.426 0.908 0.11
H 2.864 0.772 0.995 0.11
H -0.768 5.439 1.926 0.12
N -3.119 -1.472 4.458 0.08
C -3.051 -1.086 3.122 -0.33
C -2.050 -0.216 2.691 -0.02
C -2.022 0.201 1.375 -0.04
C -2.983 -0.246 0.492 -0.30
C -3.984 -1.102 0.902 -0.07
C -4.021 -1.522 2.217 -0.04
S -2.855 0.281 -1.212 0.60
O -3.898 -0.356 -1.983 -0.33
O -2.865 1.722 -1.228 -0.31
N -1.363 -0.205 -1.682 -0.18
C -1.102 -1.485 -1.567 -0.53
N -2.001 -2.329 -1.016 0.12
C -1.702 -3.601 -0.979 -0.14
C -0.491 -4.112 -1.435 -0.08
C 0.391 -3.172 -1.947 -0.17
N 0.115 -1.890 -2.028 0.04
H -2.244 -1.400 4.955 0.08
H -3.607 -2.339 4.622 0.08
H -1.301 0.127 3.391 0.11
H -1.257 0.865 1.006 0.10
H -4.702 -1.438 0.171 0.11
H -4.797 -2.192 2.562 0.10
H -2.466 -4.245 -0.553 0.11
H -0.252 -5.160 -1.384 0.08
H 1.375 -3.467 -2.302 0.10

28
Properties=species:S:1:pos:R:3:lowdin_charge:R:1 method="wB97M-V/def2-TZVPD" total_charge=0 gap_ev=8.83 homo_energy_ev=-8.2531 e_above_lowest_kj_mol=368.58 e_lumo_ha=0.0213
C 0.986 -1.520 -2.063 -0.10
C 2.021 -2.346 -1.313 -0.20
C 1.449 -1.172 -0.597 -0.38
C -2.696 2.507 0.526 -0.09
C -2.794 0.940 0.377 -0.24
C -2.291 0.212 1.575 -0.26
C -0.194 -0.483 2.533 -0.15
N 3.713 -0.350 0.594 -0.21
N -0.856 0.169 1.520 -0.07
O 1.716 1.262 0.318 -0.53
O 1.099 -0.122 2.600 -0.08
S 2.574 0.341 -0.427 0.92
H 1.497 -0.884 -2.812 0.11
H 0.127 -2.043 -2.057 0.05
H 1.672 -3.385 -1.075 0.12
H 2.965 -2.248 -1.837 0.09
H -3.366 2.580 1.393 0.08
H -1.773 2.975 0.618 0.04
H -3.145 3.020 -0.267 0.04
H -2.312 0.590 -0.585 0.12
H -3.887 0.844 0.161 0.11
H -2.509 0.697 2.588 0.13
H -2.519 -0.846 1.769 0.11
H 0.828 -1.417 0.233 0.08
H 3.304 -0.762 1.509 0.10
H 4.126 -1.149 0.117 0.04
H -0.279 0.775 0.932 0.10
H 1.381 0.590 1.946 0.05

84
Properties=species:S:1:pos:R:3:lowdin_charge:R:1 method="wB97M-V/def2-TZVPD" total_charge=+1 gap_ev=7.64 homo_energy_ev=-10.1177 e_above_lowest_kj_mol=0.00 e_lumo_ha=-0.0911
Zn -0.838 -0.755 -1.717 0.57
O -3.166 1.396 -4.226 0.07
C -2.681 2.647 -4.065 -0.26
C -3.135 3.665 -4.903 0.00
C -2.628 4.943 -4.780 -0.08
C -1.662 5.234 -3.829 -0.09
C -1.219 4.230 -2.989 -0.05
C -1.728 2.942 -3.083 -0.11
C -1.190 1.853 -2.179 -0.41
O -0.873 0.712 -2.851 -0.26
N -2.189 1.535 -1.126 0.05
N -1.974 0.412 -0.470 -0.05
C -2.451 0.176 0.698 -0.16
C -2.322 -1.084 1.354 -0.55
Br -1.769 -2.564 0.257 0.92
C -2.582 -1.353 2.647 -0.10
C -2.828 -0.386 3.696 -0.23
C -3.620 -0.765 4.782 -0.03
C -3.857 0.109 5.824 -0.07
C -3.270 1.364 5.822 -0.07
C -2.452 1.742 4.770 -0.07
C -2.240 0.880 3.711 -0.06
H -2.630 0.807 -3.668 0.07
H -3.873 3.423 -5.653 0.12
H -2.978 5.722 -5.439 0.11
H -1.247 6.227 -3.749 0.10
H -0.458 4.439 -2.249 0.11
H -0.305 2.264 -1.639 0.13
H -2.609 2.321 -0.633 0.16
H -3.024 0.941 1.223 0.14
H -2.595 -2.387 2.956 0.11
H -4.060 -1.748 4.791 0.12
H -4.497 -0.187 6.641 0.11
H -3.445 2.039 6.646 0.11
H -1.981 2.714 4.778 0.11
H -1.579 1.171 2.910 0.10
N 1.173 -1.074 -3.448 0.05
N 0.725 -1.998 -4.395 0.02
C -0.525 -2.477 -4.325 -0.36
N -0.997 -3.217 -5.322 0.22
N -1.226 -2.143 -3.243 0.09
N -2.535 -2.393 -3.118 -0.43
O -3.082 -3.230 -3.799 0.08
O -3.082 -1.717 -2.278 0.00
H 0.854 -0.127 -3.667 0.09
H 2.185 -1.105 -3.382 0.11
H 1.213 -2.072 -5.283 0.17
H -0.447 -3.422 -6.136 0.13
H -1.931 -3.612 -5.228 0.11
O 0.740 -0.712 -0.396 -0.38
P 1.817 -0.727 0.645 0.85
C 2.795 0.803 0.595 -0.27
C 2.437 1.767 -0.338 -0.07
C 3.113 2.973 -0.393 -0.06
C 4.163 3.212 0.479 -0.06
C 4.543 2.241 1.394 -0.06
C 3.861 1.039 1.456 -0.08
C 1.183 -0.916 2.343 -0.27
C 0.760 -2.179 2.744 -0.11
C 0.313 -2.382 4.038 -0.07
C 0.306 -1.331 4.942 -0.06
C 0.722 -0.071 4.544 -0.07
C 1.149 0.140 3.243 -0.07
C 2.958 -2.109 0.391 -0.27
C 3.872 -2.487 1.366 -0.08
C 4.785 -3.490 1.097 -0.06
C 4.782 -4.116 -0.140 -0.06
C 3.854 -3.757 -1.104 -0.07
C 2.941 -2.753 -0.838 -0.07
H 1.623 1.556 -1.016 0.08
H 2.825 3.725 -1.112 0.11
H 4.688 4.154 0.448 0.11
H 5.370 2.424 2.063 0.11
H 4.158 0.290 2.175 0.10
H 0.789 -2.998 2.039 0.10
H -0.021 -3.363 4.345 0.11
H -0.016 -1.495 5.960 0.12
H 0.728 0.745 5.251 0.11
H 1.481 1.121 2.933 0.11
H 3.859 -2.008 2.334 0.11
H 5.502 -3.781 1.850 0.11
H 5.506 -4.888 -0.349 0.11
H 3.850 -4.257 -2.061 0.11
H 2.196 -2.460 -1.562 0.07

66
Properties=species:S:1:pos:R:3:lowdin_charge:R:1 method="wB97M-V/def2-TZVPD" total_charge=+1 gap_ev=8.63 homo_energy_ev=-11.3499 e_lumo_ha=-0.0998
O 1.347 -0.780 3.936 -0.37
P 1.734 -0.650 2.334 0.59
Br 1.999 1.538 2.039 0.38
C 0.088 -0.860 1.420 -0.44
C -1.081 -0.579 2.384 -0.11
N -1.724 -1.809 2.955 0.08
C -0.900 -3.045 2.880 -0.11
C -0.718 -3.332 1.402 -0.13
C 0.135 -2.238 0.736 -0.28
C -0.102 -2.126 -0.760 -0.25
C -0.668 -3.145 -1.515 -0.02
C -0.842 -3.007 -2.889 -0.03
C -0.431 -1.810 -3.466 -0.03
C 0.149 -0.860 -2.633 -0.11
N 0.317 -0.988 -1.322 0.11
H 1.716 -1.622 4.225 0.04
H 0.094 -0.047 0.703 0.07
H -1.867 -0.014 1.891 0.14
H -0.749 0.047 3.205 0.11
H -2.566 -1.989 2.410 0.18
H -2.051 -1.667 3.915 0.15
H 0.040 -2.950 3.404 0.12
H -1.489 -3.842 3.323 0.14
H -0.317 -4.320 1.214 0.13
H -1.712 -3.297 0.946 0.12
H 1.171 -2.582 0.821 0.12
H -0.973 -4.074 -1.053 0.10
H -1.293 -3.788 -3.485 0.09
H -0.537 -1.649 -4.526 0.08
H 0.494 0.065 -3.074 0.11
C -3.947 -3.865 -5.012 -0.14
O -3.002 -4.833 -4.555 -0.14
H -3.462 -3.273 -5.783 0.08
H -4.827 -4.351 -5.437 0.08
H -4.256 -3.203 -4.198 0.08
H -3.428 -5.364 -3.877 0.08
C -4.880 -2.003 5.819 -0.13
O -3.663 -1.306 5.515 -0.15
H -5.193 -2.531 4.922 0.08
H -4.721 -2.725 6.621 0.08
H -5.661 -1.301 6.109 0.09
H -3.390 -0.838 6.310 0.08
C 3.601 5.442 1.895 -0.13
O 2.365 4.967 1.357 -0.16
H 4.170 5.876 1.078 0.09
H 3.429 6.207 2.656 0.08
H 4.174 4.622 2.335 0.07
H 1.861 4.586 2.082 0.05
C 6.823 3.545 0.798 -0.16
O 6.292 2.241 1.014 -0.13
H 7.901 3.482 0.921 0.08
H 6.602 3.897 -0.213 0.08
H 6.426 4.259 1.523 0.06
H 5.338 2.284 0.903 0.05
C -0.107 7.613 -0.322 -0.16
O 0.151 6.246 -0.029 -0.14
H -1.063 7.668 -0.836 0.07
H -0.166 8.211 0.592 0.07
H 0.666 8.029 -0.975 0.08
H 1.000 6.189 0.428 0.03
C 0.336 -0.361 -7.146 -0.15
O -0.248 -1.632 -6.858 -0.14
H -0.149 0.376 -6.511 0.08
H 1.408 -0.365 -6.933 0.08
H 0.178 -0.086 -8.191 0.08
H 0.180 -2.282 -7.421 0.08

11
Properties=species:S:1:pos:R:3:lowdin_charge:R:1 method="wB97M-V/def2-TZVPD" total_charge=0 gap_ev=9.07 homo_energy_ev=-8.6070 e_above_lowest_kj_mol=31.79 e_lumo_ha=0.0171 smiles="S=C1CNPN1"
C -1.385 -0.145 0.203 -0.91
C -0.239 -0.503 -0.821 -0.27
N -0.802 0.449 1.325 -0.26
N 0.954 -0.574 0.037 -0.34
P 0.876 0.571 1.288 0.81
S -2.950 -0.195 -0.135 0.67
H -0.298 -1.500 -1.394 0.14
H -0.126 0.382 -1.416 0.09
H -1.443 0.373 2.067 0.06
H 1.747 -0.321 -0.620 0.10
H 0.761 1.732 0.579 -0.09

77
Properties=species:S:1:pos:R:3:lowdin_charge:R:1 method="wB97M-V/def2-TZVPD" total_charge=0 gap_ev=1.97 homo_energy_ev=-7.1125 e_lumo_ha=-0.1891
C 0.589 -5.009 1.890 -0.11
O -0.439 -4.418 2.632 -0.19
C -0.565 -3.018 2.431 -0.23
C -2.002 -2.641 2.066 -0.17
C -2.658 -3.744 1.281 -0.20
C -1.959 -4.003 -0.083 -0.19
C -2.888 -3.581 -1.228 -0.18
C -2.214 -3.452 -2.615 -0.20
C -0.795 -2.913 -2.617 -0.23
C -0.220 -2.730 -4.030 -0.18
C 1.169 -2.055 -3.935 -0.19
C 1.311 -0.750 -4.756 -0.18
P 1.529 0.949 -3.815 0.59
O 0.138 0.854 -2.844 -0.24
C 0.584 1.422 -1.638 -0.41
C -0.615 1.271 -0.723 -0.03
C 1.860 0.591 -1.346 -0.21
B 2.744 0.998 -0.100 -0.61
O 4.118 0.990 -0.242 0.18
O 2.222 1.309 1.129 0.00
C 2.646 0.251 2.013 -0.02
O 2.593 0.478 -2.550 -0.23
H 1.558 -4.795 2.321 0.08
H 0.425 -6.075 1.922 0.09
H 0.559 -4.719 0.846 0.07
H 0.054 -2.734 1.584 0.10
H -0.200 -2.474 3.295 0.12
H -2.530 -2.465 2.999 0.11
H -2.006 -1.715 1.531 0.11
H -2.720 -4.627 1.895 0.11
H -3.676 -3.432 1.090 0.10
H -1.813 -5.070 -0.111 0.11
H -1.035 -3.452 -0.040 0.07
H -3.610 -4.383 -1.315 0.11
H -3.465 -2.697 -1.014 0.11
H -2.788 -2.732 -3.190 0.11
H -2.304 -4.377 -3.167 0.11
H -0.140 -3.588 -2.079 0.11
H -0.781 -1.991 -2.053 0.11
H -0.076 -3.737 -4.389 0.11
H -0.913 -2.180 -4.647 0.11
H 1.894 -2.728 -4.376 0.11
H 1.424 -1.993 -2.893 0.09
H 0.401 -0.631 -5.317 0.06
H 2.095 -0.847 -5.479 0.07
H 2.647 1.165 -4.730 0.03
H 0.635 1.493 -4.834 0.07
H 1.829 2.336 -3.448 0.11
H 0.768 2.501 -1.652 0.15
H -1.050 2.255 -0.618 0.06
H -1.390 0.677 -1.165 0.06
H -0.357 0.955 0.273 0.08
H 1.418 -0.363 -1.021 0.16
H 4.423 1.818 -0.604 0.11
H 2.824 -0.640 1.418 0.09
H 3.559 0.509 2.521 0.10
H 1.845 0.018 2.681 0.09
C -0.889 4.347 3.749 -0.07
C 0.373 3.718 3.166 -0.42
C 1.625 4.594 3.309 -0.21
O 1.694 5.677 2.402 -0.19
C 0.949 6.821 2.779 -0.11
N 0.121 3.356 1.770 0.06
H -1.301 5.121 3.104 0.07
H -1.664 3.591 3.873 0.07
H -0.693 4.787 4.729 0.08
H 0.562 2.796 3.724 0.13
H 2.496 3.973 3.083 0.12
H 1.749 4.949 4.340 0.12
H 0.944 6.964 3.862 0.09
H -0.075 6.761 2.404 0.08
H 1.420 7.688 2.315 0.09
H 0.930 2.841 1.419 0.04
H 0.122 4.218 1.232 0.08
O -3.674 1.196 -0.241 -0.61
V -4.302 2.590 0.534 1.05
O -5.038 3.931 1.291 -0.62

57
Properties=species:S:1:pos:R:3:lowdin_charge:R:1 method="wB97M-V/def2-TZVPD" multiplicity=5 total_charge=-1 gap_ev="3.84 / 5.69" homo_energy_ev="-1.0621 / -2.9630" s_squared=6.11 e_lumo_ha="0.1020 / 0.1002"
C 0.996 3.146 1.047 -0.01
N -0.091 2.190 1.087 -0.02
C -0.527 1.502 2.156 -0.26
C -0.033 1.680 3.549 -0.07
N -1.405 0.575 1.719 -0.02
C -1.981 -0.515 2.478 0.00
C -1.525 0.665 0.318 -0.16
C -0.688 1.686 -0.079 -0.16
C -0.631 2.149 -1.393 -0.06
C -1.547 1.569 -2.289 -0.14
C -2.410 0.529 -1.884 -0.14
C -2.385 0.022 -0.570 -0.06
H 1.040 3.519 0.021 0.07
H 0.837 3.992 1.730 0.10
H 1.942 2.647 1.300 0.10
H 0.283 0.680 3.906 0.12
H 0.853 2.336 3.480 0.13
H -2.647 -1.056 1.799 0.07
H -1.187 -1.190 2.831 0.10
H -2.565 -0.171 3.341 0.09
H 0.074 2.936 -1.671 0.08
H -1.608 1.946 -3.313 0.09
H -3.129 0.124 -2.600 0.09
H -3.012 -0.805 -0.224 0.08
C -1.663 -0.421 8.162 -0.20
C -2.463 0.118 7.062 -0.20
C -3.091 1.348 7.533 -0.20
C -2.689 1.557 8.913 -0.20
C -1.812 0.470 9.302 -0.20
Fe -1.123 1.404 7.677 0.24
C 0.123 2.830 8.234 -0.18
C 0.828 1.598 7.916 -0.19
C 0.506 1.241 6.549 -0.15
C -0.433 2.217 6.004 -0.26
C -1.006 2.282 4.571 -0.20
C -1.508 3.673 4.168 -0.16
C -2.522 3.752 3.213 -0.04
C -2.999 4.989 2.774 -0.09
C -2.508 6.177 3.329 -0.11
C -1.501 6.107 4.287 -0.09
C -0.961 4.869 4.657 -0.05
C -0.655 3.203 7.071 -0.17
H -1.137 -1.372 8.152 0.09
H -2.626 -0.354 6.097 0.08
H -3.800 1.951 6.975 0.09
H -3.077 2.327 9.571 0.09
H -1.441 0.281 10.303 0.09
H 0.232 3.416 9.149 0.10
H 1.561 1.096 8.544 0.09
H 0.933 0.421 5.982 0.09
H -1.902 1.626 4.577 0.12
H -2.927 2.824 2.798 0.11
H -3.744 5.010 1.986 0.09
H -2.908 7.138 2.993 0.09
H -1.122 7.018 4.746 0.10
H -0.117 4.856 5.344 0.11
H -1.240 4.109 6.965 0.10